Entry 1:
Molecular formula: C4H12NO
Method: DFT, ωB97M-V/def2-TZVPD

Last column: Mulliken charge in e.
Geometry (Å):
O  -0.13  0.86  -0.92  -0.8231
N  -0.21  -2.22  0.82  -0.4276
C  -1.40  -1.38  0.86  -0.5955
C  0.43  -2.17  -0.49  -0.6271
C  0.47  2.06  -0.99  -0.4384
C  0.78  2.67  0.40  -1.0896
H  -0.14  2.76  0.97  0.2388
H  1.45  2.04  -1.54  0.2229
H  1.43  1.99  0.95  0.2522
H  1.37  -2.73  -0.46  0.2871
H  -0.21  -2.60  -1.29  0.2541
H  -0.45  -3.17  1.05  0.2078
H  -2.22  -1.78  0.23  0.2503
H  -1.14  -0.38  0.48  0.1765
H  1.26  3.66  0.33  0.4082
H  -0.13  2.83  -1.54  0.2190
H  0.61  -1.12  -0.75  0.2108
H  -1.77  -1.31  1.89  0.2737

Output
- electronic energy (Eh) = -289.561568
- relative energy (zero: lowest compared OMol25 entry of this formula, charge and spin) (eV) = 0.748
- HOMO level (eV) = -2.510
- LUMO (eV) = 4.232
- charge = -1
- multiplicity = 1
- gap between HOMO and LUMO (eV) = 6.742

***

Entry 2:
Molecular formula: C4H12NO
Method: DFT, ωB97M-V/def2-TZVPD

Last column: Mulliken charge in e.
Geometry (Å):
O  -2.12  -1.80  -0.33  -0.6434
N  -0.39  0.29  0.89  -0.1309
C  0.50  -0.10  -0.26  -0.4885
C  -0.69  -0.30  1.99  -0.6941
C  2.20  0.96  -1.37  -1.2464
C  0.87  1.18  -0.73  -0.3166
H  0.18  -0.75  -1.06  0.2735
H  2.92  0.82  -0.64  0.3814
H  1.22  -0.75  0.33  0.2475
H  2.59  1.95  -1.82  0.3258
H  -1.14  0.97  0.67  0.2344
H  0.17  1.69  -1.36  0.3183
H  -1.18  0.22  2.77  0.3207
H  -0.12  -1.23  2.28  0.2046
H  2.16  0.18  -2.22  0.3009
H  -2.49  -0.95  -0.64  0.2983
H  0.99  1.92  0.11  0.2925
H  -2.91  -2.10  0.23  0.3221

Output
- electronic energy (Eh) = -289.457186
- relative energy (zero: lowest compared OMol25 entry of this formula, charge and spin) (eV) = 1.985
- HOMO level (spin up / spin down) (eV) = -5.197 / -10.119
- LUMO (spin up / spin down) (eV) = 0.779 / 0.722
- multiplicity = 2
- gap between HOMO and LUMO (spin up / spin down) (eV) = 5.977 / 10.841

***

Entry 3:
Molecular formula: C4H12NO
Method: DFT, ωB97M-V/def2-TZVPD

Last column: Mulliken charge in e.
Geometry (Å):
O  0.79  1.74  0.06  -0.5902
N  0.67  -0.70  1.17  -0.1500
C  -0.96  0.56  -1.14  -0.1199
C  -0.57  1.84  -0.43  -0.4530
C  -1.90  -0.29  -0.64  -0.7015
C  1.49  -1.71  0.45  -0.7620
H  -1.16  1.82  0.50  0.2758
H  2.49  -1.73  0.84  0.3412
H  -0.35  -0.77  0.90  0.0430
H  -2.59  -0.78  -1.29  0.2949
H  -0.65  2.71  -1.07  0.3982
H  0.98  0.27  0.88  0.3978
H  1.37  -1.46  -0.60  0.3101
H  -2.05  -0.38  0.45  0.2913
H  -0.67  0.47  -2.20  0.3483
H  0.74  -0.81  2.19  0.3992
H  1.35  1.89  -0.71  0.3216
H  1.01  -2.67  0.64  0.3552

Output
- electronic energy (Eh) = -289.299813
- relative energy (zero: lowest compared OMol25 entry of this formula, charge and spin) (eV) = 2.042
- HOMO level (eV) = -13.919
- LUMO (eV) = -3.287
- charge = +1
- multiplicity = 1
- gap between HOMO and LUMO (eV) = 10.632

***

Entry 4:
Molecular formula: C4H12NO
Method: DFT, ωB97M-V/def2-TZVPD

Last column: Mulliken charge in e.
Geometry (Å):
O  -1.74  1.63  -1.83  -0.6271
N  1.53  0.85  0.26  0.0798
C  -1.26  -1.67  0.90  -1.2365
C  2.46  0.72  -0.58  -0.1372
C  0.23  0.14  0.16  -0.8528
C  0.12  -1.07  1.07  -0.1788
H  -1.51  -1.83  -0.16  0.3438
H  -2.01  2.53  -1.60  0.3146
H  1.65  1.65  0.88  0.3190
H  2.39  -0.06  -1.33  0.2893
H  3.32  1.38  -0.55  0.2806
H  -1.33  -2.65  1.33  0.3580
H  0.27  -0.78  2.12  0.3150
H  0.12  -0.17  -0.88  0.3968
H  0.87  -1.80  0.78  0.3073
H  -2.56  1.27  -2.22  0.3223
H  -2.06  -1.06  1.32  0.3357
H  -0.50  0.92  0.33  0.3701

Output
- electronic energy (Eh) = -289.329546
- relative energy (zero: lowest compared OMol25 entry of this formula, charge and spin) (eV) = 1.233
- HOMO level (eV) = -15.023
- LUMO (eV) = -4.902
- charge = +1
- multiplicity = 1
- gap between HOMO and LUMO (eV) = 10.121

***

Entry 5:
Molecular formula: C4H12NO
Method: DFT, ωB97M-V/def2-TZVPD

Last column: Mulliken charge in e.
Geometry (Å):
O  1.50  2.01  -1.73  -0.6401
N  -0.11  0.71  0.05  -0.2287
C  0.38  -1.49  0.87  -0.5222
C  -0.98  -1.45  0.17  -0.4061
C  -1.43  -0.15  -0.30  -0.6707
C  0.53  -0.02  1.17  -0.5373
H  2.02  2.79  -1.61  0.2910
H  -2.15  0.52  0.04  0.3955
H  -1.00  -2.25  -0.58  0.3238
H  -0.03  0.18  2.13  0.3014
H  -1.65  -0.16  -1.32  0.3442
H  1.38  2.09  -2.71  0.3279
H  -1.65  -1.88  1.03  0.2630
H  0.53  0.85  -0.84  0.4057
H  1.55  0.34  1.19  0.3957
H  -0.45  1.64  0.25  0.3329
H  0.23  -2.04  1.83  0.3005
H  1.33  -1.68  0.37  0.3237

Output
- electronic energy (Eh) = -289.321572
- relative energy (zero: lowest compared OMol25 entry of this formula, charge and spin) (eV) = 1.450
- HOMO level (eV) = -15.494
- LUMO (eV) = -3.143
- charge = +1
- multiplicity = 1
- gap between HOMO and LUMO (eV) = 12.350

***

Entry 6:
Molecular formula: C4H12NO
Method: DFT, ωB97M-V/def2-TZVPD

Last column: Mulliken charge in e.
Geometry (Å):
O  -1.95  -2.43  -0.90  -0.6464
N  1.15  1.31  -0.39  -0.2030
C  0.01  0.41  -0.96  -0.6290
C  -0.81  0.07  0.31  -0.2222
C  1.52  0.52  0.83  -0.5910
C  0.16  0.18  1.47  -0.5540
H  -1.55  0.87  0.36  0.3266
H  1.97  -0.41  0.45  0.3152
H  -2.58  -1.96  -1.47  0.3189
H  -1.22  -0.96  0.26  0.2202
H  2.36  0.83  1.50  0.3729
H  -0.21  1.03  2.13  0.2501
H  0.28  -0.71  2.11  0.3457
H  0.47  -0.37  -1.50  0.3337
H  -1.74  -3.18  -1.47  0.3136
H  1.91  1.49  -1.05  0.3243
H  -0.60  1.07  -1.57  0.3821
H  0.81  2.23  -0.13  0.3423

Output
- electronic energy (Eh) = -289.340241
- relative energy (zero: lowest compared OMol25 entry of this formula, charge and spin) (eV) = 0.942
- HOMO level (eV) = -14.995
- LUMO (eV) = -3.324
- charge = +1
- multiplicity = 1
- gap between HOMO and LUMO (eV) = 11.671

***

Entry 7:
Molecular formula: C4H12NO
Method: DFT, ωB97M-V/def2-TZVPD

Last column: Mulliken charge in e.
Geometry (Å):
O  -1.33  1.92  1.53  -0.5729
N  -1.36  -0.41  -0.27  -0.2949
C  1.61  -0.47  0.19  -0.0974
C  1.36  -1.62  0.78  -0.8132
C  -0.40  0.47  -1.11  -0.6472
C  1.14  0.05  -1.19  -0.3554
H  -2.18  1.91  2.02  0.3040
H  -0.82  0.47  -2.21  0.3726
H  -0.88  -0.45  0.67  0.3767
H  1.59  -2.06  1.74  0.2842
H  -0.73  2.36  2.00  0.2768
H  -1.45  -1.32  -0.68  0.3412
H  0.99  -0.84  -1.87  0.2582
H  2.58  0.22  0.54  0.2191
H  -0.36  1.49  -0.66  0.2874
H  0.82  -2.47  0.33  0.2850
H  -2.34  -0.05  -0.08  0.3639
H  1.77  0.79  -1.73  0.4118

Output
- electronic energy (Eh) = -289.277310
- relative energy (zero: lowest compared OMol25 entry of this formula, charge and spin) (eV) = 2.654
- HOMO level (eV) = -13.836
- LUMO (eV) = -3.357
- charge = +1
- multiplicity = 1
- gap between HOMO and LUMO (eV) = 10.480